This record from the Open Molecules 2025 dataset describes 2 unconnected molecules or ions with the total composition C2HOS2 at a distorted geometry. The level of theory is wB97M-V/def2-TZVPD.

```
6
C2HOS2 wB97M-V/def2-TZVPD
C 0.77732 0.61162 -0.00602
C -0.84419 -0.87142 -0.02489
O -0.29697 -1.89540 0.29744
S 2.22790 1.13861 -0.48464
S -2.18156 -0.21986 -0.69733
H 0.31750 1.23645 0.91545
```

Computed properties:
Charge: -1
Energy above the lowest of the compared OMol25 structures with the same formula, charge and spin (kJ/mol): 155.9
Kohn-Sham gap (eV): 6.370
Spin multiplicity: 1
HOMO (eV): -2.81